DFT (ωB97M-V with the def2-TZVPD basis set) results for a structure of composition ArH24O12.

Cartesian coordinates (Å):
1 Ar -0.227722 -0.128042 0.446356
2 O -1.994262 2.480858 -0.770484
3 H -2.250662 1.565508 -0.882884
4 H -1.851122 2.576088 0.171156
5 O 0.546698 1.685678 3.622066
6 H 1.367178 1.386078 3.230556
7 H 0.077318 2.107498 2.902356
8 O 0.133078 4.039168 -1.507194
9 H 0.737178 4.239568 -0.792254
10 H -0.503852 3.437558 -1.121694
11 O -0.623242 -2.409402 -3.254934
12 H -0.054152 -1.821132 -2.758634
13 H -0.358942 -3.287392 -2.980154
14 O -1.691902 -4.240952 -0.070204
15 H -0.894592 -4.679702 -0.366894
16 H -1.379342 -3.508642 0.461066
17 O -1.890842 2.642088 2.059536
18 H -2.151312 3.500878 1.726586
19 H -2.687122 2.285858 2.453576
20 O 1.614058 -2.986392 -0.075284
21 H 1.680318 -2.252162 -0.685814
22 H 1.327178 -2.589492 0.747156
23 O 2.955128 1.043278 -0.961274
24 H 2.908078 1.727628 -1.628864
25 H 3.798128 0.616428 -1.114164
26 O -3.677172 -0.140652 -1.393884
27 H -3.375662 -0.666242 -2.134884
28 H -3.997442 -0.781812 -0.759404
29 O -0.301472 -2.441472 2.376446
30 H -1.239332 -2.275092 2.281726
31 H -0.031372 -1.884152 3.106276
32 O 2.609028 1.477568 1.834166
33 H 2.514388 1.560218 0.885246
34 H 3.178298 0.717308 1.953256
35 O 1.604658 -1.204162 -2.206164
36 H 1.762098 -0.265032 -2.108794
37 H 2.368698 -1.527342 -2.683684

Cartesian forces (eV/Å) of the 6 atoms listed first:
Ar -0.005 0.174 -0.143
O 0.100 0.444 -0.316
H -0.297 -0.479 -0.221
H -0.070 -0.394 0.437
O -0.439 -0.215 0.707
H 0.250 0.149 -0.337

## Properties
- Electronic energy: -39314.3592 eV
- Frontier orbital gap: 0.3804 Ha

Charges obtained by Mulliken population analysis, quoted in units of e:
1. Ar 0.05
2. O -0.77
3. H 0.28
4. H 0.43
5. O -0.62
6. H 0.41
7. H 0.25
8. O -0.64
9. H 0.31
10. H 0.42
11. O -0.63
12. H 0.39
13. H 0.28
14. O -0.62
15. H 0.31
16. H 0.32
17. O -0.64
18. H 0.33
19. H 0.28
20. O -0.63
21. H 0.37
22. H 0.31
23. O -0.68
24. H 0.33
25. H 0.31
26. O -0.64
27. H 0.33
28. H 0.30
29. O -0.57
30. H 0.28
31. H 0.29
32. O -0.63
33. H 0.32
34. H 0.28
35. O -0.65
36. H 0.30
37. H 0.28